Computed, not measured: C18H18AlCl6N3O5S2 as an isolated structure in a non-equilibrium geometry, with ωB97M-V/def2-TZVPD.

Each line ends with the Löwdin charge.
Positions of all 53 atoms, in Å:
1 Al 0.55 0.42 0.42  -0.189
2 Cl 7.24 1.17 -3.09  0.680
3 C 5.73 1.01 -2.27  -0.713
4 C 5.64 0.23 -1.12  -0.700
5 Cl 7.02 -0.61 -0.53  0.691
6 C 4.42 0.11 -0.46  -0.588
7 Cl 4.27 -0.92 0.92  0.721
8 C 3.27 0.77 -0.91  -0.392
9 O 2.13 0.67 -0.28  -0.168
10 C 3.39 1.55 -2.07  -0.589
11 Cl 1.98 2.37 -2.63  0.757
12 C 4.60 1.67 -2.74  -0.697
13 Cl 4.71 2.65 -4.15  0.694
14 C -3.93 1.31 3.60  -0.017
15 C -3.53 -0.02 2.95  -0.567
16 C -4.63 -0.49 1.96  0.001
17 C -3.30 -1.12 4.01  -0.015
18 C -2.33 0.16 2.16  0.056
19 C -1.29 0.27 1.51  0.032
20 H -4.84 1.15 4.18  0.101
21 H -4.12 2.07 2.84  0.103
22 H -3.15 1.68 4.28  0.044
23 H -5.59 -0.39 2.46  0.101
24 H -4.48 -1.53 1.66  0.069
25 H -4.65 0.12 1.06  0.086
26 H -4.23 -1.31 4.53  0.100
27 H -2.55 -0.81 4.75  0.073
28 H -2.96 -2.04 3.54  0.097
29 S 1.62 1.47 2.21  0.898
30 C 0.50 1.89 3.45  -0.746
31 N 0.28 1.16 4.54  0.067
32 C -0.74 1.76 5.40  -0.106
33 C -0.84 3.18 4.82  -0.100
34 N -0.18 3.02 3.52  0.065
35 H 0.53 0.18 4.56  0.157
36 H -0.43 1.76 6.44  0.127
37 H -1.69 1.22 5.32  0.083
38 H -0.30 3.91 5.43  0.127
39 H -1.87 3.52 4.70  0.115
40 H -0.02 3.77 2.87  0.157
41 O -4.43 1.20 -2.15  0.084
42 Cl -1.00 -0.76 -1.15  0.945
43 O -0.45 0.71 -1.21  -0.384
44 O -1.09 -1.32 -2.44  -0.303
45 O 0.26 -1.27 -0.37  -0.314
46 S -4.39 -4.25 -1.95  0.273
47 C -4.09 -3.43 -0.46  -0.925
48 C -2.95 -3.67 0.40  -0.259
49 N -2.69 -2.66 -0.29  0.026
50 C -3.61 0.52 -1.79  0.036
51 H -4.92 -2.88 0.00  0.024
52 H -2.39 -4.49 0.85  0.093
53 H -1.86 -0.27 0.67  0.086

Computed properties:
Maximum force: 1.5 eV Å⁻¹
E: -5036.805857 Ha
LUMO: -1.291 eV
Molecular weight: 660.2 g/mol
ΔE to the lowest compared entry with this formula, charge and spin: 6.499 eV
Frontier orbital gap: 3.991 eV

=====

Computed, not measured: C18H18As2BF7N3O9Pt as an isolated structure in a non-equilibrium geometry, with ωB97M-V/def2-TZVPD.

Each line ends with the Löwdin charge.
Positions of all 59 atoms, in Å:
1 Pt -0.20 0.62 -0.34  0.790
2 C 1.14 2.98 1.77  -0.234
3 As 1.05 1.07 1.51  1.050
4 C 0.55 0.41 3.24  -0.223
5 C 2.87 0.47 1.28  -0.367
6 C 3.88 0.72 2.20  -0.087
7 C 5.16 0.22 1.96  -0.080
8 C 5.41 -0.52 0.81  -0.079
9 C 4.40 -0.78 -0.10  -0.086
10 C 3.13 -0.28 0.14  -0.366
11 As 1.64 -0.54 -1.08  1.074
12 C 1.56 -2.44 -1.39  -0.225
13 C 2.31 0.14 -2.75  -0.233
14 H 1.81 3.19 2.60  0.032
15 H 0.14 3.35 2.00  0.036
16 H 1.50 3.42 0.84  0.012
17 H 1.22 0.88 3.96  0.034
18 H 0.65 -0.67 3.25  0.028
19 H -0.48 0.68 3.45  0.034
20 H 3.69 1.30 3.09  0.102
21 H 5.95 0.42 2.66  0.102
22 H 6.41 -0.91 0.63  0.102
23 H 4.62 -1.36 -0.99  0.103
24 H 2.51 -2.72 -1.85  0.033
25 H 0.73 -2.65 -2.07  0.045
26 H 1.39 -2.95 -0.45  0.023
27 H 3.17 -0.47 -3.04  0.033
28 H 2.61 1.17 -2.60  0.018
29 H 1.53 0.07 -3.51  0.048
30 F 0.75 -2.23 1.62  0.043
31 B -0.63 -2.55 1.51  -1.291
32 F -0.95 -2.75 0.16  0.102
33 F -1.38 -1.47 2.00  0.087
34 F -0.90 -3.69 2.26  0.120
35 O -6.71 -1.59 2.15  0.066
36 N -6.42 -2.04 1.06  -0.362
37 O -7.05 -2.92 0.49  0.068
38 C -5.24 -1.52 0.40  -0.130
39 C -4.87 -2.03 -0.84  0.094
40 C -3.76 -1.53 -1.48  -0.031
41 C -2.92 -0.49 -0.93  -0.280
42 O -1.92 -0.04 -1.53  -0.105
43 C -3.39 -0.03 0.36  -0.072
44 C -4.49 -0.54 1.02  0.100
45 N -2.70 1.00 1.06  -0.304
46 O -1.88 1.73 0.43  -0.120
47 O -2.96 1.25 2.22  0.111
48 N -3.44 -2.16 -2.77  -0.338
49 O -4.16 -3.08 -3.14  0.048
50 O -2.39 -1.87 -3.31  0.100
51 H -5.44 -2.82 -1.30  0.132
52 H -4.77 -0.17 1.99  0.136
53 F 2.08 5.13 -2.81  0.125
54 C 1.05 4.30 -3.02  -0.547
55 F -0.07 5.04 -2.87  0.130
56 F 1.10 3.94 -4.32  0.126
57 C 1.04 3.05 -2.08  -0.640
58 O 0.09 2.29 -2.30  -0.050
59 O 1.97 2.96 -1.27  -0.037

Computed properties:
Maximum force: 1.4 eV Å⁻¹
E: -6853.049506 Ha
LUMO: 0.707 eV
Molecular weight: 909.1 g/mol
ΔE to the lowest compared entry with this formula, charge and spin: 0.216 eV
Total charge: -1
Frontier orbital gap: 6.818 eV